# 1
A molecular structure, C27H30IN4O3RuS2, computed with ωB97M-V/def2-TZVPD.

Geometry as XYZ:
```
68
Properties=species:S:1:pos:R:3:forces:R:3
Ru -0.270 -0.194 -0.047 -0.1 -0.1 0.1
C -2.308 0.619 2.042 0.1 0.0 0.0
C -1.226 -0.430 1.976 0.1 -0.1 0.1
N 0.034 -0.047 2.100 -0.2 0.1 0.0
N 0.959 -0.925 2.587 0.1 -0.1 0.0
C 1.879 -1.300 1.794 0.0 0.0 0.0
S 1.819 -0.926 0.079 -0.1 0.0 0.0
S 3.270 -2.206 2.404 0.0 0.0 0.0
C 2.725 -3.919 2.031 0.0 0.1 0.0
C 2.866 -4.334 0.595 0.0 0.0 0.0
C 1.768 -4.307 -0.257 0.0 0.0 0.0
C 1.899 -4.681 -1.586 0.0 0.0 0.0
C 3.131 -5.083 -2.080 0.0 0.0 0.0
C 4.233 -5.113 -1.234 0.0 0.0 0.0
C 4.098 -4.744 0.094 0.0 0.0 0.0
C -1.613 -1.867 2.070 -0.1 0.1 0.0
C -2.142 -2.443 3.216 0.0 0.0 0.0
C -2.486 -3.785 3.221 0.0 0.0 0.0
C -2.315 -4.541 2.066 0.0 0.0 0.0
C -1.799 -3.973 0.913 0.0 0.0 0.0
C -1.439 -2.627 0.912 0.1 0.1 -0.1
O -0.934 -2.049 -0.200 -0.1 -0.1 0.1
H -1.883 1.584 2.311 0.0 0.0 0.0
H -2.851 0.725 1.101 0.0 -0.1 0.0
H -3.032 0.311 2.799 0.0 0.0 0.0
H 3.363 -4.525 2.674 0.0 0.0 0.0
H 1.699 -4.020 2.384 0.0 0.0 0.0
H 0.806 -3.983 0.117 0.0 0.0 0.0
H 1.033 -4.663 -2.237 0.0 0.0 0.0
H 3.234 -5.377 -3.117 0.0 0.0 0.0
H 5.197 -5.430 -1.610 0.0 0.0 0.0
H 4.960 -4.767 0.752 0.0 0.0 0.0
H -2.272 -1.840 4.107 0.0 0.0 0.0
H -2.890 -4.239 4.116 0.0 0.0 0.0
H -2.591 -5.587 2.062 0.0 0.0 0.0
H -1.670 -4.553 0.008 0.0 0.0 0.0
I 4.325 4.688 3.867 0.0 0.0 0.0
C 2.719 4.097 2.672 0.0 0.0 0.0
C 2.879 3.041 1.788 0.0 0.0 0.0
C 1.804 2.647 1.005 0.0 0.0 0.0
C 0.584 3.301 1.095 0.0 0.0 0.0
C 0.449 4.372 1.972 0.0 0.0 0.0
C 1.509 4.769 2.769 0.0 0.0 0.0
C -0.615 2.919 0.273 -0.3 0.0 0.1
O -1.539 3.690 0.134 0.0 0.0 0.1
O -0.623 1.730 -0.295 0.4 0.1 -0.3
H 3.827 2.527 1.710 0.0 0.0 0.0
H 1.930 1.823 0.318 0.0 0.0 0.0
H -0.502 4.886 2.019 0.0 0.0 0.0
H 1.396 5.595 3.458 0.0 0.0 0.0
C -2.509 -1.806 -4.494 0.0 0.0 0.0
C -1.197 -1.111 -4.148 0.0 0.0 0.0
C -0.020 -2.040 -4.462 0.0 0.0 0.0
C -1.073 0.195 -4.927 0.0 0.0 0.0
N -1.302 -0.804 -2.708 0.0 0.0 0.0
N -0.147 -0.171 -2.150 -0.1 0.0 0.1
H -2.531 -2.069 -5.552 0.0 0.0 0.0
H -3.353 -1.152 -4.275 0.0 0.0 0.0
H -2.626 -2.724 -3.914 0.0 0.0 0.0
H -0.024 -2.306 -5.520 0.0 0.0 0.0
H -0.087 -2.961 -3.880 0.0 0.0 0.0
H 0.950 -1.576 -4.263 0.0 0.0 0.0
H -1.146 0.001 -5.997 0.0 0.0 0.0
H -0.112 0.683 -4.753 0.0 0.0 0.0
H -1.871 0.883 -4.642 0.0 0.0 0.0
H -1.432 -1.658 -2.170 0.0 0.0 0.0
H -0.181 0.817 -2.394 0.0 0.0 0.0
H 0.719 -0.577 -2.503 0.0 0.0 0.0
```
Positions in Å, forces in eV/Å.

Lowest unoccupied orbital energy (spin up / spin down) ... -0.79 / -1.12 eV
Net charge ... 0
Multiplicity ... 2
Kohn-Sham gap (spin up / spin down) ... 7.5266 / 7.3544 eV
E_HOMO (spin up / spin down) ... -8.32 / -8.47 eV
Strongest force on any atom ... 0.5 eV Å⁻¹

Quick look at the natural (NBO) charges, all values in e: 0.896 -0.652 0.249 -0.262 -0.256 -0.115 0.107 0.261 -0.550 0.046 -0.238 -0.203 -0.218 -0.207 -0.231 -0.188 -0.157 -0.248 -0.195 -0.236 0.314 -0.699 0.244 0.242 0.236 0.237 0.238 0.226 0.206 0.212 0.214 0.211 0.217 0.218 0.216 0.215 0.144 -0.139 -0.245 -0.191 -0.107 -0.166 -0.258 0.773 -0.604 -0.771 0.226 0.224 0.239 0.226 -0.606 0.098 -0.635 -0.624 -0.474 -0.570 0.215 0.226 0.210 0.225 0.214 0.199 0.221 0.202 0.228 0.390 0.406 0.374

# 2
A molecular structure, C4H4O2Rb in a non-equilibrium geometry, computed with ωB97M-V/def2-TZVPD.

Geometry as XYZ:
```
11
Properties=species:S:1:pos:R:3:forces:R:3
O 1.023 -1.724 -0.531 -0.7 0.4 -0.8
C 0.319 -1.236 -1.357 0.8 -0.8 0.7
C -0.815 -0.261 -1.168 -0.2 0.5 0.0
H -0.630 0.560 -1.877 -0.1 -0.2 0.3
H -1.730 -0.759 -1.521 0.3 0.1 0.0
Rb 2.056 -1.288 2.178 0.2 0.4 -0.2
H 3.312 0.903 1.404 -0.2 -0.3 0.1
C -0.970 0.218 0.257 -0.4 0.2 0.2
C -0.660 1.448 0.641 0.2 0.1 0.0
O -0.385 2.518 0.984 -0.2 -0.6 -0.2
H -1.520 -0.378 0.990 0.3 0.2 -0.3
```
Positions in Å, forces in eV/Å.

Lowest unoccupied orbital energy (spin up / spin down) ... -0.46 / -0.70 eV
Net charge ... 0
Multiplicity ... 2
Kohn-Sham gap (spin up / spin down) ... 5.2162 / 4.9443 eV
E_HOMO (spin up / spin down) ... -5.68 / -5.65 eV
Strongest force on any atom ... 1.3 eV Å⁻¹

Quick look at the natural (NBO) charges, all values in e: -0.532 0.570 -0.554 0.263 0.257 0.792 -0.797 -0.605 0.751 -0.405 0.260

What is the strongest force on any atom in the first record? 0.5 eV Å⁻¹